1.
# CH4OS

A 2-piece molecular cluster, CH4OS overall (ωB97M-V/def2-TZVPD, OMol25).

Structure (XYZ):
```
7
Properties=species:S:1:pos:R:3:mulliken_charge:R:1
S 3.1477 0.4636 0.0636 -0.2626
O -2.7200 -0.1986 -0.7362 -0.3847
C -1.9460 -0.3284 0.1557 0.0229
H -1.4055 -1.1942 0.6109 0.2102
H -1.4636 0.5220 0.7624 0.1520
H 2.5252 -0.1868 -0.9299 0.1382
H 1.8621 0.9224 0.0735 0.1241
```

Calculated values
Relative energy (zero: lowest compared OMol25 entry of this formula, charge and spin), kcal per mole: 19.79
SMILES string: C=O.S
Molecular weight, g/mol: 64.109
E_HOMO, eV: -9.98
LUMO energy, eV: 0.42

***

2.
# CH4OS2

A 2-piece molecular cluster, CH4OS2 overall (ωB97M-V/def2-TZVPD, OMol25).

Structure (XYZ):
```
8
Properties=species:S:1:pos:R:3:mulliken_charge:R:1
S -0.2712 -0.9940 1.6687 -0.0817
S 1.6245 -0.5385 1.4147 -0.2705
O 1.1468 0.8779 -0.7962 -0.3215
C 0.0369 1.0558 -1.1609 -0.2658
H -0.3241 -2.2293 0.9709 0.2220
H -0.4257 0.7861 -2.1435 0.2397
H -0.6552 1.6026 -0.5302 0.3414
H -1.1318 -0.5607 0.5765 0.1365
```

Calculated values
Relative energy (zero: lowest compared OMol25 entry of this formula, charge and spin), kcal per mole: 54.03
Molecular weight, g/mol: 96.176
E_HOMO, eV: -8.37
LUMO energy, eV: 0.02

***

3.
# CH4OS2

One molecule with the formula CH4OS2 (ωB97M-V/def2-TZVPD, OMol25).

Structure (XYZ):
```
8
Properties=species:S:1:pos:R:3:mulliken_charge:R:1
S -0.3255 1.2426 -0.7331 -0.0643
S 0.1537 0.3221 -2.4115 -0.1867
O 0.8972 -0.0063 1.7580 -0.4754
C -0.1777 0.0493 0.8536 -0.3902
H 1.7160 -0.1911 1.2185 0.3267
H -0.9273 -0.6758 -2.4090 0.1623
H -1.0446 0.1707 1.3714 0.3571
H -0.2918 -0.9115 0.3521 0.2705
```

Calculated values
Relative energy (zero: lowest compared OMol25 entry of this formula, charge and spin), kcal per mole: 14.13
SMILES string: OCSS
Molecular weight, g/mol: 96.176
E_HOMO, eV: -8.92
LUMO energy, eV: 0.55

***

4.
# CH4OS3

A 2-piece molecular cluster, CH4OS3 overall (ωB97M-V/def2-TZVPD, OMol25).

Structure (XYZ):
```
9
Properties=species:S:1:pos:R:3:mulliken_charge:R:1
S 0.1074 1.5811 -0.2253 -0.3057
S 2.7548 0.1430 0.0406 -0.2544
S -2.5007 0.1626 -0.0658 -0.2647
O 0.4481 -0.9819 -0.3506 -0.4136
C 0.9981 0.2248 -0.1942 0.5353
H -2.3672 -1.1576 0.1086 0.1271
H -3.4785 0.2532 0.8444 0.1208
H 2.9321 1.4672 0.1512 0.1679
H 1.1061 -1.6923 -0.3089 0.2873
```

Calculated values
Relative energy (zero: lowest compared OMol25 entry of this formula, charge and spin), kcal per mole: 12.03
SMILES string: OC(=S)S.S
Molecular weight, g/mol: 128.243
E_HOMO, eV: -8.12
LUMO energy, eV: 0.28